10
Properties=species:S:1:pos:R:3 method="wB97M-V/def2-TZVPD" charge=+3 e_homo_ev=-22.231 orbital_gap_ev=8.69 energy_ha=-1623.21600
C -4.09 0.03 0.38
C -5.08 0.71 0.44
F -6.11 1.37 0.28
O -2.77 0.09 0.22
C -1.63 0.00 0.13
C 4.16 -0.12 0.12
C 4.60 -0.72 -0.85
H 4.32 0.53 0.98
F 4.95 -1.38 -1.83
Yb 1.64 -0.51 0.13



72
Properties=species:S:1:pos:R:3 method="wB97M-V/def2-TZVPD" charge=0 e_homo_ev=-7.039 orbital_gap_ev=6.17 energy_ha=-3071.90502
K -0.06 -0.32 -0.44
O -2.06 -7.14 1.69
C -0.88 -6.78 1.56
O 0.19 -7.41 1.72
C -0.69 -5.28 1.24
C -1.77 -4.44 1.09
C -1.56 -3.10 0.82
N -0.34 -2.58 0.69
C 0.71 -3.39 0.83
C 0.58 -4.74 1.10
C 2.07 -2.75 0.72
C 3.19 -3.52 0.40
C 4.43 -2.92 0.36
C 4.53 -1.57 0.64
C 3.37 -0.88 0.93
N 2.16 -1.43 0.96
C -2.70 -2.14 0.67
C -3.99 -2.61 0.43
C -5.04 -1.72 0.31
C -4.78 -0.36 0.44
C -3.46 0.02 0.66
N -2.44 -0.83 0.78
H -2.75 -4.88 1.22
H 1.42 -5.41 1.25
H 3.07 -4.57 0.18
H 5.31 -3.51 0.12
H 5.49 -1.05 0.64
H 3.40 0.19 1.14
H -4.17 -3.68 0.32
H -6.04 -2.08 0.12
H -5.56 0.38 0.36
H -3.23 1.07 0.75
S -1.05 2.60 -4.57
C -2.50 2.65 -3.69
C -2.32 2.18 -2.42
C -1.00 1.73 -2.08
C -0.22 1.89 -3.21
C 1.21 1.51 -3.39
C 1.89 1.77 -4.59
C 3.22 1.41 -4.72
C 3.86 0.79 -3.65
C 3.12 0.57 -2.50
N 1.84 0.92 -2.36
H -3.40 3.02 -4.15
H -3.16 2.15 -1.73
H 1.38 2.24 -5.42
H 3.74 1.59 -5.64
H 4.89 0.49 -3.70
H 3.58 0.08 -1.65
C 1.49 5.45 0.68
N 0.99 4.57 -0.45
C -0.51 4.87 -0.70
N -1.24 4.72 0.51
C -0.69 5.56 1.56
N 0.71 5.27 1.86
C 0.88 3.92 2.45
P 0.29 2.54 1.35
C 1.21 3.11 -0.14
C -1.34 3.31 0.92
H 1.41 6.48 0.32
H 2.54 5.19 0.84
H 1.49 4.79 -1.31
H -0.83 4.16 -1.46
H -0.53 5.90 -1.06
H -1.28 5.43 2.47
H -0.76 6.61 1.25
H 0.33 3.91 3.39
H 1.93 3.78 2.70
H 0.85 2.54 -0.99
H 2.29 2.97 -0.01
H -2.00 3.24 1.78
H -1.76 2.74 0.09